DFT (the ωB97M-V functional and the def2-TZVPD basis) results for a structure of composition C41H30BrIrN10O9S2.

Last column: Löwdin charge in e.
Cartesian coordinates (Å):
Ir -0.36577 -0.25488 -0.33897  1.407
O 3.82602 2.03592 -0.16460  0.043
C 3.31448 3.24438 0.15955  -0.271
C 4.14019 4.35743 0.03261  -0.014
C 3.65869 5.61275 0.34856  -0.080
C 2.35109 5.78486 0.79238  -0.087
C 1.52264 4.68875 0.91152  -0.020
C 1.98871 3.40588 0.60876  -0.100
C 1.07588 2.24951 0.65760  -0.421
O 1.46084 1.11887 0.22425  -0.140
N -0.14663 2.44710 1.17740  0.099
N -0.90113 1.36831 1.10262  -0.092
C -2.14295 1.47764 1.52850  -0.052
C -2.99229 0.37643 1.73635  -0.146
C -4.36152 0.61110 2.01178  -0.047
C -5.24054 -0.41539 2.19201  -0.094
C -4.77320 -1.75245 2.13576  -0.081
C -3.45928 -2.02904 1.90451  -0.014
C -2.50447 -0.98769 1.68011  -0.373
O -1.28275 -1.26783 1.46992  -0.137
H 3.06609 1.40919 -0.14810  0.060
H 5.15051 4.21426 -0.33175  0.114
H 4.30354 6.47486 0.22514  0.101
H 1.97669 6.77644 1.01057  0.098
H 0.48899 4.79437 1.20417  0.111
H -2.51196 2.48018 1.74110  0.136
H -4.70979 1.63776 2.05104  0.113
H -6.28920 -0.21518 2.36985  0.096
H -5.47592 -2.56545 2.27732  0.102
H -3.08842 -3.04512 1.84855  0.116
C 0.00415 1.67690 -5.87136  -0.083
N 0.03372 0.92492 -4.62477  -0.116
C -0.11405 1.36623 -3.24221  -0.534
N 0.03762 0.13840 -2.51372  -0.069
C 0.26777 -0.78684 -3.41595  -0.230
N 0.29938 -0.37464 -4.68819  0.112
C 1.19640 2.59913 -6.05307  -0.214
C 1.04588 3.86983 -6.58627  -0.034
C 2.12598 4.74053 -6.64350  -0.054
C 3.34627 4.37828 -6.10316  -0.015
C 3.49935 3.10935 -5.55070  -0.148
C 2.43871 2.21058 -5.57797  -0.020
C 4.68449 2.79913 -4.75965  -0.279
N 5.79038 3.46148 -4.65607  0.113
N 6.54015 2.83535 -3.67985  0.111
C 5.84255 1.83349 -3.26083  -0.297
O 4.65973 1.74182 -3.90676  0.127
C 6.21689 0.85583 -2.24266  -0.132
C 7.47120 0.96086 -1.64473  -0.015
C 7.85646 0.03403 -0.69511  -0.063
C 7.00661 -1.00914 -0.35226  -0.038
C 5.75753 -1.12409 -0.94561  -0.189
C 4.89880 -2.32896 -0.62523  -0.072
N 3.54572 -2.05064 -0.17046  -0.107
C 2.45916 -1.76263 -0.88815  -0.138
N 1.41259 -1.68250 -0.09216  -0.024
C 1.92741 -1.92580 1.14353  -0.185
N 3.21893 -2.15649 1.13812  0.127
C 5.35820 -0.17614 -1.88060  0.028
H -0.91657 2.25628 -5.90924  0.120
H 0.00119 0.91775 -6.65071  0.125
H -1.04511 1.89997 -3.04277  0.105
H 0.40325 -1.82827 -3.15899  0.113
H 0.06678 4.19654 -6.91513  0.118
H 1.98912 5.73682 -7.04355  0.106
H 4.17267 5.07559 -6.05975  0.113
H 2.56769 1.22541 -5.14712  0.115
H 8.11994 1.77460 -1.94048  0.114
H 8.82465 0.11876 -0.21886  0.104
H 7.32415 -1.74551 0.37740  0.111
H 5.35940 -2.90851 0.16935  0.120
H 4.82775 -2.95849 -1.51303  0.134
H 2.45324 -1.63178 -1.95895  0.123
H 1.31942 -1.92752 2.03410  0.116
H 4.38214 -0.23110 -2.35037  0.119
Br -8.86381 -2.00199 -2.07626  0.692
C -7.00516 -1.61620 -1.91451  -0.690
C -6.11410 -2.66450 -1.75951  -0.127
C -4.76388 -2.37513 -1.62751  -0.017
C -4.32069 -1.05893 -1.65045  -0.129
C -5.23223 -0.02445 -1.81452  -0.006
C -6.58566 -0.29772 -1.95345  -0.122
C -2.86649 -0.75306 -1.40705  -0.637
O -2.53739 0.44563 -1.21653  -0.067
O -2.04746 -1.70917 -1.34943  -0.084
H -6.47019 -3.68526 -1.72912  0.096
H -4.03409 -3.16272 -1.49480  0.118
H -4.86434 0.99351 -1.82880  0.124
H -7.30505 0.49850 -2.08570  0.098
O -1.04373 4.30875 -1.81422  -0.377
S -0.17996 4.35730 -2.97401  0.208
O 0.76168 5.44959 -3.03195  -0.377
O -0.86775 4.05991 -4.22420  -0.384
S 1.12544 2.65649 -2.69837  0.836

- 2S+1 = 6
- net charge = -1
- gap between HOMO and LUMO (alpha / beta) (eV) = 6.988 / 5.665
- ⟨S²⟩ = 8.8043
- HOMO energy (alpha / beta) (hartree) = -0.18584 / -0.20105


DFT (the ωB97M-V functional and the def2-TZVPD basis) results for a cluster of 2 separate species, C4H9O2 in total.

Last column: Löwdin charge in e.
Cartesian coordinates (Å):
C 0.02677 -0.75432 -1.62915  -0.120
C 1.07614 -1.27817 -0.66079  -0.144
H -0.51756 0.00007 -1.06066  0.032
H 0.56681 -0.23783 -2.36125  0.053
H -0.60094 -1.45856 -1.98358  0.031
H 2.09424 -1.02623 -0.98724  0.071
H 1.02945 -2.32887 -0.34832  0.076
H 1.00273 -0.73096 0.26110  0.012
C -0.70949 1.70890 0.95690  0.039
C -0.67852 0.46815 1.81807  -0.668
O -1.79121 -0.06030 1.99602  0.292
O 0.37759 -0.09366 2.08257  0.081
H 0.32388 1.73041 0.70317  0.091
H -1.06431 2.63282 1.25019  0.062
H -1.13557 1.42854 -0.03703  0.090

- relative energy (zero: lowest compared OMol25 entry of this formula, charge and spin) (kJ/mol) = 92.9
- 2S+1 = 2
- gap between HOMO and LUMO (alpha / beta) (eV) = 11.888 / 7.557
- ⟨S²⟩ = 0.7547
- HOMO energy (alpha / beta) (hartree) = -0.40710 / -0.39833


DFT (the ωB97M-V functional and the def2-TZVPD basis) results for a cluster of 14 separate species, C47H94Cl6O28 in total.

Last column: Löwdin charge in e.
Cartesian coordinates (Å):
C 3.73885 2.25904 4.52028  -0.987
Cl 2.01869 1.96363 4.32617  0.599
Cl 4.39760 1.00193 5.56817  0.547
H 4.23048 2.54400 3.59012  0.016
H 3.94183 3.07597 5.21275  0.018
C 0.11042 -3.06505 -6.26269  -0.918
Cl -1.68033 -2.92318 -6.75978  0.447
Cl 1.10122 -2.96772 -7.76018  0.497
H 0.34641 -2.39851 -5.43316  0.003
H 0.18464 -4.06550 -5.83642  -0.005
C 2.34407 -1.66759 4.40011  -0.943
Cl 2.99948 -2.84871 3.19004  0.512
Cl 0.75531 -1.30314 3.75920  0.616
H 2.23691 -2.05159 5.41458  0.043
H 2.93590 -0.75225 4.40049  -0.060
C -3.42553 -1.33374 -0.66001  -0.056
C -3.53997 -1.51973 -2.14948  -0.198
O -4.91512 -1.40231 -2.56830  0.013
C -5.49925 -0.15601 -2.70530  -0.543
O -4.96021 0.94670 -2.53200  0.087
O -6.74410 -0.30728 -3.06713  0.019
C -7.49708 0.84996 -3.25009  -0.058
H -3.56325 -0.28216 -0.40839  0.074
H -2.46971 -1.71093 -0.29636  0.056
H -4.13278 -2.00500 -0.17287  0.092
H -3.35385 -2.56772 -2.38436  0.122
H -2.87235 -0.87782 -2.72423  0.103
H -7.01439 1.41840 -4.04506  0.100
H -7.44409 1.52194 -2.39351  0.097
H -8.55744 0.66960 -3.42678  0.100
C -3.76413 0.82765 7.55294  -0.053
C -3.23555 -0.57833 7.12247  -0.234
O -2.80348 -0.56426 5.80447  0.004
C -2.99129 -1.64882 4.93150  -0.464
O -3.67342 -2.65449 5.03715  0.130
O -2.47781 -1.17846 3.74297  -0.085
C -2.37036 -2.06307 2.64400  -0.071
H -4.17011 0.77099 8.56292  0.069
H -4.61181 1.20447 6.98063  0.058
H -2.99284 1.59380 7.63185  0.073
H -4.03124 -1.29668 7.31981  0.122
H -2.41400 -0.76766 7.81335  0.117
H -1.48145 -2.68729 2.73510  0.050
H -2.26566 -1.49651 1.71872  0.060
H -3.27031 -2.65036 2.46152  0.106
C 2.41694 2.52503 -3.38903  -0.039
C 1.26066 1.91633 -2.58831  -0.214
O 0.00561 1.86172 -3.23373  0.025
C -0.50111 0.81036 -3.96948  -0.477
O -0.08959 -0.29776 -4.18780  0.111
O -1.72214 1.23480 -4.49012  -0.044
C -2.58351 0.42130 -5.32506  -0.031
H 3.12990 1.70076 -3.37004  0.076
H 2.78716 3.41568 -2.88131  0.063
H 2.09050 2.72336 -4.40992  0.086
H 1.09538 2.42094 -1.63639  0.114
H 1.63956 0.90771 -2.42331  0.091
H -2.03615 -0.01435 -6.16094  0.064
H -3.40975 1.02509 -5.70037  0.099
H -2.90273 -0.40427 -4.68895  0.066
C -2.11952 -6.00157 -3.82179  -0.071
C -2.32376 -6.33783 -2.38122  -0.215
O -1.14661 -5.86131 -1.75666  0.037
C -1.21791 -5.31135 -0.55600  -0.549
O -2.23079 -4.72850 -0.08987  0.067
O -0.01533 -5.32331 0.01107  0.024
C 0.14171 -4.54668 1.24908  -0.010
H -2.72093 -6.73709 -4.35601  0.085
H -1.15062 -6.06958 -4.31647  0.058
H -2.52622 -5.02518 -4.08515  0.071
H -2.58672 -7.37847 -2.19146  0.131
H -3.23823 -5.77981 -2.18007  0.122
H 0.76244 -5.02988 2.00361  0.092
H -0.73138 -4.24055 1.82536  0.063
H 0.54514 -3.57504 0.96403  0.075
C -4.89983 2.06501 1.86039  -0.036
C -5.22591 1.22994 3.11882  -0.208
O -5.49397 1.94672 4.28207  0.014
C -6.72161 2.43103 4.61451  -0.580
O -7.68766 2.29043 3.88854  0.115
O -6.63086 3.08559 5.74277  0.021
C -7.78148 3.84240 6.20029  -0.019
H -4.73244 1.59291 0.89229  0.074
H -4.01739 2.64596 2.12854  0.048
H -5.74896 2.73248 1.71353  0.080
H -4.35180 0.61176 3.32349  0.112
H -6.15407 0.70319 2.89714  0.123
H -7.83217 4.88118 5.87400  0.096
H -7.81240 3.67962 7.27762  0.096
H -8.76120 3.50251 5.86454  0.088
C -1.18757 1.53694 1.89688  -0.045
C 0.12878 1.02868 1.41273  -0.232
O -0.04453 -0.24935 0.77121  0.000
C 0.90599 -0.79527 0.04969  -0.635
O 2.05513 -0.36441 0.08501  0.090
O 0.38990 -1.54044 -0.88489  0.015
C 1.23366 -1.98388 -1.95388  -0.030
H -1.83733 0.82462 2.40533  0.066
H -1.79285 1.90389 1.06797  0.076
H -1.01946 2.32793 2.62775  0.076
H 0.87284 0.88157 2.19557  0.028
H 0.60257 1.69440 0.69132  0.113
H 1.48546 -1.18081 -2.64654  0.067
H 0.60337 -2.70991 -2.46741  0.104
H 2.20983 -2.34474 -1.62988  0.074
O 1.76036 4.86586 -0.09018  0.066
C 1.89774 5.41091 0.99560  -0.535
O 2.22721 6.70080 1.18419  -0.014
C 2.78480 7.56382 0.12724  -0.155
C 4.33498 7.27353 -0.12400  -0.057
C 1.60626 4.72867 2.26820  -0.005
H 2.84352 8.62181 0.38277  0.107
H 2.19187 7.49540 -0.78482  0.109
H 4.46759 6.29937 -0.59467  0.058
H 4.87910 7.34227 0.81797  0.074
H 4.71293 7.98713 -0.85613  0.068
H 0.79422 5.20946 2.81367  0.090
H 2.54164 4.72474 2.82780  0.082
H 1.28486 3.70628 2.06936  0.054
O 5.02948 3.68628 1.79398  0.041
C 5.31033 3.08926 0.73764  -0.494
O 6.47850 3.10877 0.15437  0.010
C 7.55709 3.78887 0.70511  -0.224
C 8.80666 3.37459 -0.12278  -0.054
C 4.21612 2.37832 -0.06500  0.045
H 7.75240 3.49337 1.73595  0.123
H 7.48045 4.87617 0.70601  0.124
H 9.31227 2.51411 0.31546  0.073
H 9.49246 4.19898 -0.31812  0.071
H 8.50054 3.12691 -1.13918  0.073
H 3.92279 2.97786 -0.92675  0.070
H 3.37754 2.15718 0.59528  0.082
H 4.74570 1.50645 -0.44906  0.091
O -1.54051 4.62383 1.98813  0.036
C -2.66181 4.98637 1.54377  -0.484
O -3.01025 5.21488 0.26995  -0.007
C -1.97415 4.86626 -0.66688  -0.169
C -1.44299 6.22105 -1.30219  -0.049
C -3.85423 5.40418 2.35957  0.023
H -2.42372 4.30874 -1.48857  0.116
H -1.17134 4.21667 -0.31810  0.105
H -0.70753 6.18620 -2.10593  0.067
H -0.89491 6.69862 -0.49001  0.058
H -2.08792 7.02274 -1.66200  0.068
H -3.42733 6.13661 3.04469  0.096
H -4.41396 4.62169 2.87193  0.068
H -4.60823 5.82360 1.69349  0.092
O 1.89634 -6.16945 -5.92706  0.074
C 2.25841 -6.40054 -4.78683  -0.534
O 3.19415 -5.76264 -4.13537  -0.005
C 3.96773 -4.70738 -4.67516  -0.186
C 3.55074 -3.29548 -4.20473  -0.033
C 1.55646 -7.50323 -3.97817  0.049
H 3.89987 -4.64759 -5.76140  0.116
H 5.00126 -4.98224 -4.46453  0.127
H 2.52985 -3.04450 -4.49264  0.061
H 4.26960 -2.63101 -4.68413  0.086
H 3.61628 -3.09229 -3.13584  0.046
H 0.55134 -7.09056 -3.89129  0.057
H 1.85560 -7.62847 -2.93753  0.071
H 1.59898 -8.38891 -4.61209  0.098
O 3.41092 -6.25377 0.29277  0.101
C 4.30066 -6.32559 -0.52693  -0.489
O 5.35464 -5.47210 -0.64334  -0.007
C 5.50463 -4.52855 0.33905  -0.255
C 4.66513 -3.24990 0.09628  -0.069
C 4.33164 -7.49038 -1.48777  0.023
H 6.56569 -4.28229 0.29898  0.119
H 5.40336 -4.94721 1.34034  0.124
H 3.62185 -3.47304 0.31961  0.042
H 4.70961 -2.91654 -0.94054  0.063
H 4.93185 -2.38828 0.70830  0.067
H 3.78565 -8.37184 -1.15158  0.094
H 5.31520 -7.76839 -1.86649  0.089
H 3.76760 -7.15335 -2.35746  0.045

- gap between HOMO and LUMO (eV) = 10.621
- HOMO energy (hartree) = -0.37495


DFT (the ωB97M-V functional and the def2-TZVPD basis) results for an isolated molecule of C16H28N2OS.

Last column: Löwdin charge in e.
Cartesian coordinates (Å):
C 1.66447 4.19134 4.09666  -0.110
C 1.58805 2.75836 3.70665  -0.587
C 2.58155 1.94219 3.26972  -0.138
C 2.14529 0.62601 2.98962  -0.138
C 0.81869 0.43638 3.21821  -0.518
S 0.07693 1.90443 3.78017  1.067
C -0.00166 -0.79165 2.97112  -0.205
N -0.52387 -0.91941 1.61872  -0.159
C -1.45080 0.13157 1.24371  -0.179
C -2.11961 -0.27152 -0.07415  -0.157
N -1.17335 -0.49362 -1.14848  -0.139
C -0.65959 0.70892 -1.78281  -0.181
H 0.27095 1.06880 -1.31755  0.120
C -0.41347 0.47200 -3.28047  -0.418
C 0.20036 1.71519 -3.91747  -0.081
H 0.38031 1.54935 -4.97703  0.075
H 1.14769 1.96465 -3.44415  0.074
H -0.47010 2.56607 -3.81272  0.078
C -1.72074 0.09533 -3.97021  -0.076
H -1.54349 -0.18248 -5.00661  0.074
H -2.41343 0.93414 -3.95186  0.079
H -2.18001 -0.74140 -3.45125  0.065
H 0.28958 -0.35978 -3.39098  0.127
H -1.40672 1.49967 -1.67898  0.127
C -0.13980 -1.43460 -0.74095  -0.290
C 0.50260 -1.05525 0.60419  -0.136
H 1.08191 -0.12217 0.48320  0.121
H 1.19439 -1.84327 0.90886  0.125
C -0.71680 -2.85737 -0.68941  -0.133
H -1.10425 -3.06511 0.30737  0.114
H -1.54083 -2.91829 -1.40476  0.119
C 0.33398 -3.90643 -1.05320  -0.269
O 0.88130 -3.70716 -2.33539  -0.070
H 0.15572 -3.63791 -2.96677  0.089
H 1.18209 -3.85827 -0.36665  0.115
H -0.11033 -4.91067 -0.98095  0.116
H 0.63996 -1.42012 -1.50910  0.137
H -2.66437 -1.20538 0.08770  0.118
H -2.83473 0.49367 -0.38236  0.121
H -0.94576 1.10546 1.11747  0.112
H -2.20444 0.23475 2.02784  0.123
H -0.85894 -0.80548 3.65081  0.115
H 0.61163 -1.67730 3.16655  0.126
H 2.80087 -0.15371 2.64300  0.111
H 3.60084 2.26592 3.15119  0.108
H 2.68412 4.55197 3.98297  0.079
H 1.00576 4.79715 3.47459  0.075
H 1.35805 4.32500 5.13397  0.075

- relative energy (zero: lowest compared OMol25 entry of this formula, charge and spin) (kJ/mol) = 0.0
- gap between HOMO and LUMO (eV) = 8.691
- HOMO energy (hartree) = -0.29231


no.,electronic energy (eV),largest force on an atom (eV/A)
1,-170884.1844,0.88
2,-8385.9457,3.72
3,-182725.7834,4.34
4,-32909.0334,0.73